1.
Entry from the Open Molecules 2025 dataset: a single C6H14F3NO2S molecule at a distorted geometry (ωB97M-V with the def2-TZVPD basis set).

Last column: Mulliken charge in e.
Atoms and positions in Å:
F 1.065 -3.073 -1.570  -0.26
F 0.830 -0.539 -2.493  -0.28
F 3.042 -1.411 -1.384  -0.20
O -1.652 -1.563 -1.417  -0.26
O 0.190 2.011 0.876  -0.34
N 0.979 -0.982 0.268  0.02
C -2.774 -1.171 -2.190  -0.73
C 0.316 2.958 1.956  -0.70
C -1.485 -0.748 -0.238  -0.50
C 1.487 1.423 0.486  -0.43
C -0.365 -1.312 0.702  -0.86
C 1.710 0.025 1.059  -0.85
S 1.463 -1.521 -1.371  0.74
H -2.672 -0.091 -2.440  0.30
H -3.731 -1.380 -1.619  0.26
H -2.816 -1.739 -3.113  0.25
H 0.910 2.444 2.733  0.32
H -0.673 3.155 2.414  0.26
H 0.816 3.895 1.604  0.25
H -2.434 -0.660 0.323  0.52
H -1.201 0.272 -0.538  0.32
H 1.573 1.366 -0.602  0.27
H 2.296 2.067 0.831  0.49
H -0.499 -2.412 0.791  0.35
H -0.510 -0.888 1.711  0.35
H 2.760 -0.132 1.104  0.39
H 1.375 0.006 2.117  0.34

Atoms 1-6, force components in eV/Å:
-1.1 -5.6 0.5
-1.8 4.5 -3.3
4.0 1.0 1.3
0.1 0.0 0.9
0.9 -0.2 -0.3
1.6 0.3 1.0

Results
Total energy   -1139.75588 hartree
Charge   0
Orbital gap   7.656 eV

***

2.
Entry from the Open Molecules 2025 dataset: a single C4H7NS molecule at a distorted geometry (ωB97M-V with the def2-TZVPD basis set).

Last column: Mulliken charge in e.
Atoms and positions in Å:
C 0.584 0.836 0.872  -0.66
C -0.428 -0.320 0.433  0.19
C -0.659 -0.521 -1.039  -0.57
C -0.788 -1.311 -2.039  -0.25
H 2.024 0.839 -0.626  0.32
H 2.263 -0.409 0.576  0.30
H 0.140 1.598 0.356  0.33
H 0.378 1.105 1.925  0.33
H -0.259 -1.431 0.812  0.29
H -2.387 0.841 0.070  0.15
H -0.730 -1.959 -3.023  0.34
N 1.923 0.576 0.484  -0.56
S -2.060 0.158 1.199  -0.21

Atoms 1-6, force components in eV/Å:
-1.1 -3.7 0.6
-0.7 -1.3 0.9
0.1 -4.5 -3.6
1.0 2.4 1.9
-0.2 -1.1 3.7
-0.8 1.3 0.0

Results
Total energy   -609.41360 hartree
Charge   0
SMILES string   C#C[C@H](S)CN
Orbital gap   9.522 eV

***

3.
Entry from the Open Molecules 2025 dataset: C67H178F3N15O18Pd as an isolated structure at a distorted geometry (ωB97M-V with the def2-TZVPD basis set).

Last column: Mulliken charge in e.
Atoms and positions in Å:
Pd -3.274 -0.520 -1.926  -0.01
C -5.503 -2.164 -0.215  -0.13
O -4.262 -2.477 0.435  0.38
O -5.248 -1.347 -1.348  -1.08
C -6.383 -3.413 -0.429  0.46
F -7.623 -3.137 -0.801  -0.31
F -5.843 -4.230 -1.331  -0.20
F -6.505 -4.146 0.698  -0.32
C -4.036 -2.176 1.810  0.29
C -2.697 -2.702 2.195  -0.95
H -1.891 -2.395 1.529  -0.36
H -2.539 -2.282 3.188  0.51
H -2.835 -3.778 2.306  0.23
H -4.766 -2.676 2.446  0.32
H -4.022 -1.123 2.094  -0.24
H -6.031 -1.515 0.484  0.40
C 0.640 -0.982 -1.085  -0.31
C -0.302 -0.168 -0.154  1.70
C 0.507 0.929 0.479  0.19
O -1.530 0.193 -0.767  1.32
H 0.878 -0.397 -1.974  -0.14
H 0.233 -1.972 -1.293  -0.89
H 1.636 -1.175 -0.688  0.19
H -0.566 -0.835 0.667  -0.98
H -0.035 1.862 0.632  0.09
H 1.276 1.284 -0.207  -0.48
H 0.942 0.507 1.385  -0.30
C 6.695 -2.502 1.528  -1.87
C 5.609 -1.515 1.211  0.35
C 4.270 -1.747 1.898  0.66
O 3.641 -2.821 1.182  0.47
C 2.323 -3.005 1.501  0.36
N 6.040 -0.182 1.531  -0.08
H 7.634 -2.105 1.142  0.55
H 6.431 -3.419 1.001  0.30
H 6.838 -2.647 2.599  0.29
H 5.468 -1.653 0.139  0.10
H 3.679 -0.849 1.721  -0.26
H 4.367 -1.991 2.956  -0.20
H 1.663 -2.151 1.347  -0.18
H 2.191 -3.377 2.517  0.07
H 2.063 -3.854 0.868  -0.71
H 7.043 -0.275 1.593  0.41
H 5.904 -0.096 2.528  -0.15
C -2.885 3.333 4.072  -1.19
C -3.648 2.026 3.675  2.12
C -3.278 0.901 4.635  -0.99
O -1.851 0.729 4.703  -0.59
C -1.170 0.619 3.452  0.77
N -5.037 2.457 3.926  -0.81
H -3.006 4.178 3.395  0.15
H -1.803 3.200 4.080  0.01
H -3.216 3.687 5.048  0.41
H -3.475 1.623 2.677  -0.66
H -3.803 -0.013 4.358  0.26
H -3.508 1.107 5.680  0.36
H -1.072 1.578 2.943  0.40
H -1.681 -0.174 2.907  -0.02
H -0.170 0.256 3.689  -0.78
H -5.701 1.739 3.674  0.33
H -5.129 3.174 3.221  0.29
C -5.546 7.577 -1.825  -0.98
C -5.129 8.378 -0.526  0.39
C -3.772 8.041 0.110  -0.72
O -3.852 6.697 0.696  -0.30
C -2.591 6.171 1.029  -0.16
N -5.203 9.843 -0.782  -0.74
H -6.514 7.791 -2.278  0.38
H -5.490 6.526 -1.545  0.07
H -4.839 7.702 -2.646  0.30
H -5.811 8.184 0.302  0.22
H -3.422 8.747 0.863  0.42
H -3.007 8.233 -0.642  0.31
H -2.547 5.188 1.498  -0.16
H -2.092 6.732 1.819  0.36
H -1.834 6.145 0.244  0.03
H -4.807 10.413 -0.049  0.29
H -4.608 10.080 -1.563  0.26
C 3.205 6.029 -2.160  -1.47
C 2.193 6.654 -1.167  1.35
C 2.636 7.905 -0.311  -1.05
O 1.482 8.381 0.439  -0.28
C 1.688 8.969 1.718  -0.72
N 1.099 7.111 -1.984  -0.40
H 3.421 6.715 -2.978  0.52
H 2.791 5.213 -2.752  0.16
H 4.183 5.674 -1.833  0.28
H 1.735 5.992 -0.432  -0.30
H 3.066 8.726 -0.885  0.35
H 3.357 7.542 0.422  0.44
H 2.116 8.193 2.352  0.23
H 0.683 9.247 2.035  0.22
H 2.315 9.861 1.734  0.31
H 1.500 7.770 -2.637  0.30
H 0.526 7.674 -1.372  0.20
C 4.121 1.037 -1.898  -0.60
C 4.474 2.261 -1.087  0.07
C 3.437 2.825 -0.056  1.77
O 3.972 4.012 0.494  -0.63
C 3.074 4.545 1.448  -0.11
N 5.783 1.969 -0.531  -0.70
H 3.129 1.089 -2.347  0.06
H 4.259 0.182 -1.235  -0.25
H 4.835 0.984 -2.720  0.44
H 4.691 3.123 -1.718  0.25
H 3.217 2.103 0.731  -0.62
H 2.494 3.025 -0.564  -0.03
H 3.338 5.602 1.490  0.17
H 3.189 4.229 2.485  -0.16
H 2.016 4.477 1.195  0.09
H 5.614 1.175 0.070  0.03
H 6.086 2.683 0.116  0.40
C -0.361 -7.207 -1.044  -1.03
C -1.433 -8.245 -0.799  0.42
C -2.872 -7.621 -0.600  -0.30
O -2.864 -6.835 0.562  -0.44
C -4.085 -6.121 0.844  -0.54
N -1.374 -9.090 -1.986  -0.65
H 0.604 -7.641 -1.308  0.20
H -0.123 -6.513 -0.237  0.55
H -0.651 -6.480 -1.802  -0.46
H -1.171 -8.864 0.058  0.40
H -3.625 -8.388 -0.423  0.55
H -3.187 -7.108 -1.509  -0.02
H -4.181 -5.260 0.181  0.02
H -3.971 -5.702 1.844  0.30
H -4.941 -6.782 0.709  0.40
H -1.465 -8.521 -2.816  0.30
H -2.009 -9.875 -2.019  0.35
C -4.977 1.843 0.038  -1.15
C -5.262 1.900 -1.474  0.23
C -5.638 3.244 -2.035  -0.67
O -5.578 3.200 -3.437  -0.33
C -5.956 4.514 -3.964  -0.62
N -4.016 1.522 -2.146  1.41
H -4.619 0.852 0.317  -0.21
H -5.813 2.119 0.681  0.87
H -4.228 2.577 0.336  -0.16
H -6.058 1.214 -1.764  0.58
H -4.954 3.964 -1.587  -0.12
H -6.706 3.349 -1.842  0.66
H -7.013 4.722 -3.797  0.30
H -5.759 4.463 -5.034  0.29
H -5.359 5.314 -3.527  0.09
H -4.164 2.014 -3.015  0.45
H -3.353 2.235 -1.876  -0.77
C -3.388 -9.768 -4.802  -1.72
C -3.902 -8.426 -4.369  1.32
C -3.054 -7.206 -4.839  -0.84
O -1.763 -7.317 -4.196  -0.57
C -0.859 -6.189 -4.581  -0.47
N -5.297 -8.370 -4.787  -0.75
H -3.533 -9.870 -5.877  0.38
H -4.011 -10.547 -4.363  0.42
H -2.391 -9.971 -4.412  0.35
H -3.942 -8.303 -3.287  -0.39
H -3.430 -6.246 -4.486  0.36
H -2.990 -7.193 -5.927  0.55
H 0.126 -6.205 -4.115  0.25
H -1.341 -5.315 -4.142  0.08
H -0.727 -6.048 -5.654  0.32
H -5.884 -9.191 -4.756  0.25
H -5.266 -8.034 -5.739  0.26
C 2.354 -2.059 -4.508  -0.84
C 2.741 -3.267 -5.369  1.31
C 1.846 -3.404 -6.644  -1.16
O 0.449 -3.463 -6.363  0.09
C -0.438 -3.613 -7.459  -0.96
N 4.172 -3.279 -5.633  -0.82
H 2.874 -1.894 -3.565  0.19
H 1.315 -2.037 -4.180  -0.43
H 2.549 -1.171 -5.109  0.62
H 2.537 -4.065 -4.655  -0.20
H 2.204 -4.316 -7.121  0.37
H 2.128 -2.580 -7.299  0.47
H -0.159 -3.010 -8.323  0.36
H -1.432 -3.269 -7.172  0.20
H -0.527 -4.678 -7.676  0.35
H 4.478 -4.122 -6.099  0.28
H 4.710 -3.187 -4.783  0.26
C 5.459 -5.922 0.136  -1.22
C 4.603 -5.564 -1.073  0.59
C 3.064 -5.972 -0.947  -0.84
O 2.261 -5.491 -2.074  -0.44
C 1.485 -4.287 -1.780  0.62
N 4.708 -4.123 -1.411  -0.53
H 5.238 -6.952 0.416  0.41
H 5.084 -5.258 0.916  0.09
H 6.539 -5.786 0.194  0.31
H 4.944 -6.192 -1.896  0.47
H 2.587 -5.579 -0.050  0.22
H 2.996 -7.060 -0.942  0.57
H 0.908 -4.009 -2.661  -0.48
H 2.087 -3.439 -1.450  0.31
H 0.689 -4.307 -1.036  0.50
H 4.297 -3.721 -0.581  0.11
H 3.928 -4.073 -2.050  -0.03
C 0.580 -2.284 5.273  -1.05
C 1.542 -2.509 6.423  0.40
C 2.977 -2.891 5.969  0.00
O 2.914 -4.207 5.470  -0.42
C 4.189 -4.800 5.172  -0.52
N 1.677 -1.277 7.146  -0.69
H 0.995 -1.600 4.532  -0.25
H -0.241 -1.731 5.729  0.38
H 0.241 -3.139 4.688  0.50
H 0.995 -3.126 7.136  0.52
H 3.718 -2.739 6.755  0.61
H 3.433 -2.243 5.221  -0.58
H 4.801 -4.900 6.069  0.36
H 4.720 -4.139 4.487  -0.02
H 4.319 -5.747 4.647  0.32
H 0.822 -0.785 7.362  0.20
H 2.039 -1.328 8.087  0.22
C 3.602 1.850 3.527  -1.71
C 3.603 0.599 4.422  2.14
C 4.962 0.442 5.130  -2.01
O 5.905 -0.167 4.193  -0.37
C 7.257 -0.017 4.506  -1.08
N 2.554 0.746 5.482  -0.32
H 2.615 2.040 3.104  0.35
H 4.233 1.728 2.647  0.27
H 3.922 2.721 4.099  0.56
H 3.369 -0.294 3.843  -0.32
H 4.817 -0.344 5.872  0.44
H 5.313 1.330 5.655  0.55
H 7.915 -0.419 3.736  0.34
H 7.454 -0.474 5.476  0.28
H 7.388 1.065 4.525  0.37
H 2.427 -0.069 6.065  0.25
H 1.663 0.958 5.056  0.05
C 0.134 2.941 -3.047  -1.49
C -0.796 3.836 -2.207  1.40
C -1.390 5.003 -3.018  -1.17
O -2.321 4.578 -4.045  -0.07
C -2.232 5.505 -5.145  -1.01
N -1.714 3.018 -1.487  0.19
H -0.375 2.569 -3.936  0.14
H 0.453 2.152 -2.367  0.15
H 1.003 3.432 -3.487  0.50
H -0.098 4.317 -1.521  -0.53
H -0.571 5.596 -3.427  0.56
H -1.945 5.647 -2.335  0.27
H -1.257 5.534 -5.632  0.35
H -2.466 6.527 -4.847  0.35
H -2.920 5.250 -5.951  0.25
H -1.829 3.471 -0.592  -0.13
H -1.354 2.127 -1.176  -1.03
C -1.176 -0.127 -4.579  -1.71
C -2.370 -1.158 -4.636  -1.02
C -2.088 -2.443 -3.897  -0.10
O -2.248 -2.333 -2.499  1.92
C -2.158 -3.644 -1.875  -0.52
N -3.561 -0.467 -4.218  -0.60
H -1.464 0.697 -5.231  0.64
H -0.261 -0.459 -5.070  0.53
H -0.952 0.318 -3.609  -0.24
H -2.430 -1.368 -5.704  0.70
H -1.064 -2.757 -4.100  -0.07
H -2.766 -3.180 -4.327  0.40
H -2.271 -3.584 -0.792  -0.32
H -1.217 -4.192 -1.929  -0.39
H -2.962 -4.348 -2.091  0.51
H -3.661 0.357 -4.794  0.36
H -4.325 -1.029 -4.563  0.18
C 2.214 5.680 7.689  -1.56
C 1.811 4.536 6.780  0.80
C 1.642 4.964 5.380  -0.53
O 0.652 5.985 5.221  -0.49
C 0.241 6.266 3.931  0.15
N 2.932 3.587 6.861  -0.71
H 2.627 5.367 8.648  0.44
H 1.387 6.348 7.931  0.31
H 3.068 6.241 7.309  0.34
H 0.859 4.136 7.130  0.14
H 1.393 4.122 4.735  0.17
H 2.559 5.350 4.935  0.25
H -0.405 5.465 3.571  -0.02
H 1.133 6.450 3.332  -0.12
H -0.313 7.204 3.904  0.35
H 3.031 3.205 7.791  0.26
H 2.936 2.793 6.238  0.15

Atoms 1-6, force components in eV/Å:
-0.2 0.9 0.8
1.2 3.4 -0.5
0.0 -0.6 -0.3
-0.5 -1.9 0.8
1.0 -0.1 0.0
-0.4 0.5 -0.4

Results
Total energy   -5262.12969 hartree
Charge   0
2S+1   3
Orbital gap (spin up / spin down)   8.273 / 7.814 eV

***

4.
Entry from the Open Molecules 2025 dataset: C36H41Cl5N3O4P2V as an isolated structure (ωB97M-V with the def2-TZVPD basis set).

Last column: Mulliken charge in e.
Atoms and positions in Å:
V -0.409 -0.591 0.116  0.04
C 1.418 2.162 2.741  -0.96
C 0.311 2.892 1.975  0.70
C -0.198 4.066 2.810  -1.61
P -0.897 1.654 1.273  0.54
C -2.177 1.257 2.565  1.16
C -1.522 0.851 3.886  -1.28
C -3.294 2.272 2.793  -1.71
C -1.751 2.511 -0.084  0.43
C -2.377 3.751 0.050  -0.44
C -2.890 4.448 -1.028  -1.23
C -2.747 3.885 -2.297  -0.91
C -2.162 2.653 -2.470  -1.13
C -1.678 1.893 -1.371  -0.02
N -1.114 0.671 -1.492  1.65
C -0.927 0.065 -2.734  -1.24
C -1.941 -0.229 -3.647  0.26
C -1.670 -0.992 -4.772  -1.01
C -0.388 -1.472 -5.012  -1.14
C 0.629 -1.181 -4.113  -1.31
C 0.373 -0.412 -2.984  -0.02
P 1.489 -0.136 -1.567  2.96
C 1.846 1.689 -1.570  1.74
C 2.994 2.010 -0.613  -0.95
C 1.998 2.374 -2.924  -1.75
C 3.029 -1.051 -2.037  0.59
C 3.885 -0.439 -3.144  -1.94
C 3.870 -1.384 -0.805  -1.31
H 2.247 2.847 2.943  0.54
H 1.056 1.793 3.702  0.28
H 1.793 1.300 2.190  -0.53
H 0.752 3.293 1.054  0.38
H -0.644 3.722 3.744  0.21
H 0.646 4.710 3.073  0.47
H -0.924 4.683 2.290  0.33
H -2.638 0.356 2.148  0.18
H -1.165 1.725 4.437  0.16
H -2.248 0.335 4.516  0.51
H -0.684 0.172 3.737  0.05
H -2.914 3.209 3.204  0.21
H -3.832 2.493 1.872  0.38
H -4.010 1.864 3.511  0.50
H -2.479 4.183 1.034  0.29
H -3.375 5.405 -0.891  0.42
H -3.110 4.419 -3.168  0.38
H -2.068 2.250 -3.469  0.40
H -2.953 0.095 -3.433  0.60
H -2.475 -1.240 -5.454  0.41
H -0.187 -2.088 -5.879  0.40
H 1.619 -1.583 -4.291  0.29
H 0.929 2.077 -1.116  -1.07
H 3.961 1.717 -1.026  0.32
H 3.033 3.086 -0.420  0.52
H 2.863 1.497 0.343  -0.21
H 2.934 2.111 -3.418  0.29
H 1.175 2.112 -3.591  0.30
H 1.986 3.459 -2.789  0.47
H 2.619 -1.995 -2.405  0.50
H 4.392 0.465 -2.803  0.33
H 4.660 -1.151 -3.443  0.44
H 3.304 -0.181 -4.030  0.35
H 4.358 -0.492 -0.408  0.17
H 3.261 -1.808 -0.007  0.19
H 4.655 -2.098 -1.072  0.50
C 4.929 -0.125 2.541  -1.25
C 3.738 -0.870 3.035  0.20
N 2.587 -0.979 2.412  -0.03
C 1.784 -1.733 3.231  0.81
C 2.471 -2.077 4.371  0.14
N 3.712 -1.521 4.222  -0.03
C 2.195 -2.831 5.620  0.53
O 0.995 -3.326 5.762  -0.61
O 3.083 -2.946 6.445  -0.69
C 0.359 -2.062 2.907  -0.35
O -0.296 -2.681 3.775  -0.94
O -0.100 -1.660 1.815  0.28
H 4.630 0.504 1.707  0.03
H 5.711 -0.804 2.197  0.33
H 5.348 0.510 3.324  0.44
H 4.430 -1.612 4.923  0.23
H 0.409 -3.087 4.936  0.41
Cl 0.938 -3.678 -1.295  -0.22
C -0.765 -3.380 -1.575  1.11
C -1.354 -2.311 -0.918  -2.12
C -2.721 -2.207 -1.115  1.40
Cl -3.567 -0.940 -0.234  -0.29
C -3.464 -3.022 -1.961  -0.11
Cl -5.161 -2.783 -2.186  -0.21
C -2.805 -4.031 -2.658  0.48
Cl -3.674 -5.035 -3.763  -0.23
C -1.441 -4.223 -2.453  -0.15
Cl -0.619 -5.481 -3.308  -0.22

Atoms 1-6, force components in eV/Å:
0.1 0.0 -0.1
0.0 0.0 0.0
0.0 0.0 0.0
0.0 0.0 0.0
-0.1 0.0 0.0
0.0 0.1 0.0

Results
Total energy   -5789.56413 hartree
Charge   -1
2S+1   4
Orbital gap (spin up / spin down)   6.512 / 6.967 eV

***

5.
Entry from the Open Molecules 2025 dataset: a 2-piece molecular cluster, C2H3N4O overall at a distorted geometry (ωB97M-V with the def2-TZVPD basis set).

Last column: Mulliken charge in e.
Atoms and positions in Å:
C 0.783 0.168 0.227  0.23
C -1.851 0.426 -0.262  -0.44
N 2.762 -0.501 -0.029  -0.37
N 1.552 -0.901 -0.176  -0.30
N 1.544 1.178 0.524  -0.24
N 2.768 0.781 0.419  -0.43
O -2.480 -0.648 0.423  -0.43
H -1.075 0.730 0.413  0.43
H -1.657 0.168 -1.346  0.24
H -2.346 -1.401 -0.192  0.31

Atoms 1-6, force components in eV/Å:
1.2 -1.7 -1.0
-0.3 -2.5 -0.2
1.5 1.2 0.6
-2.8 -0.3 0.0
-1.9 1.9 0.9
1.8 -1.3 -0.7

Results
Total energy   -372.10617 hartree
Charge   -1
Orbital gap (spin up / spin down)   8.115 / 7.933 eV

***

6.
Entry from the Open Molecules 2025 dataset: C3H6N2O as an isolated structure at a distorted geometry (ωB97M-V with the def2-TZVPD basis set).

Last column: Mulliken charge in e.
Atoms and positions in Å:
C -1.749 -0.178 0.081  0.44
C -0.215 1.165 -0.054  -0.31
C 0.484 -1.422 0.009  -0.77
N -1.702 1.227 -0.049  -0.43
N -0.367 -0.270 0.099  0.02
O -2.628 -0.973 -0.013  -0.58
H 0.170 1.467 -0.973  0.28
H 0.325 1.674 0.791  0.25
H 1.282 -1.250 -0.662  0.29
H 1.035 -1.601 0.984  0.24
H -0.317 -2.210 -0.092  0.30
H -2.276 1.755 0.676  0.27

Atoms 1-6, force components in eV/Å:
1.3 0.4 -1.0
-0.6 -0.1 2.8
-1.3 -0.2 2.6
-1.4 1.5 1.2
-0.1 0.1 0.3
-0.6 -0.7 0.6

Results
Total energy   -302.63227 hartree
Charge   0
Orbital gap   10.192 eV